# 1
Here is a cluster of 8 separate species, C34H42F7NO25 in total at a distorted geometry from the OMol25 dataset. Energies are from the ωB97M-V functional and the def2-TZVPD basis.

Results
* orbital gap: 7.8 eV

Geometry as XYZ:
```
109
Properties=species:S:1:pos:R:3:forces:R:3:lowdin_charge:R:1
C -1.692831 -3.471241 6.334827 0.2 -0.9 0.7 -0.12
O -2.330454 -3.717339 5.029907 0.6 -1.0 0.5 -0.26
C -2.541393 -5.156697 4.793567 -0.7 -1.3 0.4 -0.22
C -3.622753 -5.507732 3.606602 -1.4 1.2 -0.3 -0.17
C -3.526348 -4.527043 2.296053 1.2 0.5 -0.4 -0.21
C -2.365256 -5.008538 1.192624 -0.7 1.5 -0.3 -0.18
C -1.920026 -3.591492 0.423132 -1.1 -0.4 -0.1 -0.22
C -1.512239 -3.835100 -1.145654 -0.4 -0.4 0.2 -0.21
C 0.041624 -4.289987 -1.400350 0.2 -0.1 -0.1 -0.20
C 1.147992 -3.571244 -0.427921 0.4 -0.4 -0.6 -0.15
C 1.481308 -2.005869 -0.790745 2.5 2.9 2.6 0.02
C 2.368480 -1.158471 0.085367 -2.3 -1.4 -3.2 -0.08
N 3.026357 -1.606344 1.383048 -1.5 2.6 -1.7 0.06
C 2.459346 0.302842 -0.683880 2.4 3.9 1.2 -0.18
O 3.048982 1.442533 -0.310022 -3.8 -7.4 -2.3 -0.01
O 1.801689 0.234641 -2.002476 -0.8 -2.7 2.8 0.03
C 1.017100 -1.034503 -2.028538 -3.9 -1.6 -2.9 -0.14
O 0.038598 -1.283233 -2.939706 7.0 2.1 6.1 -0.01
H -1.041877 -2.499640 6.388378 -1.4 -1.7 -0.7 0.10
H -0.975888 -4.379722 6.551390 -1.3 1.8 -0.1 0.10
H -2.520043 -3.403863 7.172013 1.6 -0.2 -1.6 0.10
H -1.540985 -5.732513 4.518152 -1.7 1.4 0.8 0.12
H -3.004628 -5.594323 5.801491 1.2 0.6 -2.1 0.14
H -3.582099 -6.619753 3.231127 0.3 2.2 1.1 0.11
H -4.714742 -5.349056 4.062574 2.4 -0.4 -0.9 0.12
H -4.532376 -4.409886 1.693687 1.9 -0.5 1.4 0.12
H -3.205849 -3.415249 2.590015 -0.8 -2.5 -0.2 0.11
H -2.889631 -5.654250 0.357605 1.3 0.9 1.8 0.11
H -1.458362 -5.552055 1.697723 -1.8 0.9 -1.0 0.10
H -2.917298 -2.934900 0.425131 2.2 -1.3 -0.1 0.12
H -1.140660 -2.980917 1.051687 -1.4 -1.2 -1.3 0.10
H -1.819101 -2.881100 -1.749934 0.9 -1.8 1.0 0.10
H -2.202396 -4.729946 -1.531032 1.5 2.0 0.7 0.12
H 0.362065 -4.099544 -2.522747 -0.8 -0.3 2.3 0.12
H 0.138023 -5.459259 -1.234855 -0.2 2.5 -0.2 0.12
H 0.881882 -3.729280 0.722500 0.5 0.8 -2.6 0.12
H 2.169683 -4.168460 -0.582618 -2.1 1.5 0.3 0.14
H 2.358765 -1.281420 2.138435 0.9 -0.6 -0.9 0.10
H 3.898481 -1.038790 1.541746 -1.2 -0.6 -0.4 0.10
O 2.021860 -1.315222 -8.560954 -2.4 0.6 1.5 0.14
C 1.012152 -1.089197 -7.914990 2.8 -0.3 -1.5 -0.50
O 1.006526 -0.492954 -6.683757 0.3 -0.7 -1.0 0.08
C -0.350709 -0.295297 -6.342003 -0.2 0.7 1.1 -0.09
C -1.045351 -1.322003 -7.169677 -0.7 0.0 -0.3 -0.33
F -2.276830 -0.897372 -7.531357 -0.3 -0.2 0.0 0.08
O -0.246868 -1.406713 -8.328181 0.7 -0.1 0.5 0.14
H -0.644875 0.727384 -6.600802 -0.1 -0.3 -0.1 0.14
H -0.511306 -0.446135 -5.271092 0.3 0.0 -0.2 0.11
H -1.114475 -2.307685 -6.697266 -0.2 0.1 -0.1 0.18
O 5.206625 7.619010 -1.709038 -0.4 -2.6 -0.2 0.14
C 5.120900 6.406554 -1.811361 0.0 2.9 0.1 -0.50
O 4.090548 5.664618 -1.302068 0.8 1.0 -0.2 0.05
C 4.296485 4.338244 -1.745093 -1.0 -1.1 0.3 -0.07
C 5.762255 4.311207 -2.014328 0.4 -0.7 -0.6 -0.32
F 6.050882 3.464313 -3.027801 0.2 -0.1 0.0 0.09
O 6.043402 5.625224 -2.440001 -0.6 0.5 0.8 0.15
H 3.697258 4.158733 -2.644033 0.3 -0.1 0.0 0.16
H 4.001310 3.618132 -0.977173 0.0 0.2 -0.1 0.12
H 6.374895 4.068560 -1.139506 0.1 -0.1 -0.2 0.18
O -6.003735 1.701932 -3.378041 2.9 -0.2 -0.3 0.14
C -4.791709 1.635834 -3.498426 -3.2 -0.2 0.7 -0.50
O -3.955558 1.098602 -2.558370 -0.9 0.6 -0.7 0.08
C -2.663043 1.092369 -3.130484 1.1 -0.6 0.8 -0.08
C -2.760994 2.163633 -4.162229 0.2 0.0 -0.4 -0.31
F -1.969066 1.886179 -5.222198 0.2 0.2 -0.3 0.07
O -4.104862 2.094990 -4.581980 -0.2 0.0 0.8 0.14
H -2.461820 0.105996 -3.561721 0.0 0.2 -0.2 0.14
H -1.900081 1.308398 -2.377747 -0.4 -0.1 -0.2 0.10
H -2.543342 3.169331 -3.787106 0.1 -0.1 -0.2 0.18
O -0.885433 2.228721 -0.966412 1.0 2.4 1.0 0.12
C -0.426778 3.302436 -0.613367 -0.7 -2.0 -1.3 -0.48
O 0.298686 4.130946 -1.424999 -0.7 -1.5 0.7 0.09
C 0.525933 5.314631 -0.686624 0.3 0.9 -0.4 -0.08
C 0.393058 4.847230 0.722481 0.0 0.6 0.5 -0.32
F -0.099748 5.828163 1.511514 0.0 0.0 0.3 0.09
O -0.567857 3.819302 0.639477 0.4 -0.6 -0.7 0.14
H -0.227369 6.061839 -0.957930 0.2 -0.4 0.4 0.12
H 1.517678 5.723820 -0.897330 -0.2 -0.2 -0.1 0.13
H 1.319023 4.451722 1.153389 -0.1 0.1 0.2 0.18
O 0.158535 7.816301 -1.608987 1.7 2.6 0.1 0.12
C 0.959613 8.723749 -1.458383 -1.7 -1.6 -0.7 -0.47
O 1.677301 9.290286 -2.475944 -0.8 -0.8 0.8 0.08
C 2.379988 10.378911 -1.911075 0.7 0.7 -0.8 -0.07
C 2.450940 10.005110 -0.469916 0.3 0.5 0.7 -0.33
F 2.436983 11.105719 0.315022 0.1 0.1 0.2 0.08
O 1.254472 9.291467 -0.255292 0.0 -0.7 -0.9 0.15
H 1.816645 11.302399 -2.081964 0.0 -0.1 0.3 0.15
H 3.370107 10.483290 -2.362915 -0.2 -0.2 0.0 0.15
H 3.307695 9.373607 -0.211670 -0.1 0.1 0.1 0.17
O 0.674740 -0.221425 4.397648 -1.7 2.0 0.0 0.13
C -0.114708 0.708418 4.403094 1.5 -2.4 -0.2 -0.50
O -1.219134 0.781838 3.599151 1.2 -0.2 0.6 0.08
C -1.930813 1.934523 4.002611 -1.2 0.2 -0.6 -0.07
C -0.869769 2.761351 4.644669 -0.1 0.7 0.6 -0.33
F -1.382127 3.509692 5.647235 0.1 0.3 0.1 0.08
O 0.000053 1.804088 5.204973 0.0 -0.5 -0.8 0.14
H -2.723456 1.645706 4.700960 0.2 0.2 0.1 0.15
H -2.385453 2.435247 3.143560 0.2 -0.2 0.0 0.15
H -0.315418 3.399726 3.948472 -0.1 0.1 0.2 0.17
O -2.280015 -8.446468 4.325693 3.0 -0.3 -0.3 0.14
C -1.067989 -8.512566 4.205308 -3.3 -0.2 0.6 -0.51
O -0.231837 -9.049799 5.145365 -0.8 0.5 -0.6 0.08
C 1.060678 -9.056030 4.573251 0.9 -0.6 0.8 -0.08
C 0.962726 -7.984767 3.541505 0.4 0.1 -0.7 -0.34
F 1.754654 -8.262220 2.481537 0.2 0.2 -0.2 0.08
O -0.381141 -8.053410 3.121754 -0.2 0.0 0.9 0.13
H 1.261900 -10.042405 4.142013 0.0 0.2 -0.2 0.15
H 1.823639 -8.840002 5.325987 -0.3 0.0 0.0 0.15
H 1.180378 -6.979069 3.916628 0.1 0.0 -0.2 0.18
```
Positions in Å, forces in eV/Å.

# 2
Here is a structure of composition C34H42N3PdSb2 at a distorted geometry from the OMol25 dataset. Energies are from the ωB97M-V functional and the def2-TZVPD basis.

Results
* multiplicity: 3
* net charge: +1
* orbital gap (spin up / spin down): 7.9 / 6.5 eV
* energy above the lowest of the compared OMol25 structures with the same formula, charge and spin: 0.0 kJ/mol

Geometry as XYZ:
```
82
Properties=species:S:1:pos:R:3:forces:R:3:lowdin_charge:R:1
Pd -0.084006 -0.944657 -1.261651 1.2 -0.2 0.6 0.36
C 2.647935 1.014094 2.946920 0.0 0.0 0.0 -0.03
C 2.972429 -0.134011 3.867399 0.0 0.1 0.0 -0.21
C 4.022472 -0.018559 4.778086 0.0 0.0 0.0 -0.04
C 4.326392 -1.030213 5.675853 0.0 0.0 0.0 -0.07
C 3.576891 -2.198744 5.678690 0.0 0.0 0.0 -0.07
C 2.545425 -2.347472 4.766114 0.0 0.0 0.0 -0.01
C 2.243782 -1.326719 3.868384 -0.1 -0.2 0.0 -0.21
N 1.147634 -1.526489 2.967787 0.1 0.2 0.1 0.15
C 1.219820 -1.398133 1.611429 0.3 -0.1 0.1 -0.37
N 2.469508 -1.411371 1.107906 -0.1 -0.1 -0.2 0.15
C 2.897852 -1.274640 -0.233544 0.0 0.0 0.3 -0.22
C 2.028073 -1.164590 -1.302511 -0.6 0.2 -0.5 -0.19
C 2.551912 -1.026448 -2.587067 0.3 0.0 0.2 -0.16
C 3.921281 -1.000992 -2.801352 0.0 0.0 0.0 -0.08
C 4.777179 -1.119107 -1.714142 0.1 0.0 0.0 -0.04
C 4.289059 -1.261401 -0.424495 0.1 0.0 0.0 -0.21
C 5.229040 -1.403554 0.747811 0.0 0.0 0.0 -0.03
N 0.164914 -1.301713 0.863333 -0.7 0.1 -0.4 0.03
C -1.130200 -1.184649 1.438915 0.2 0.0 0.2 -0.29
C -1.503080 0.010635 2.046889 -0.1 0.2 0.0 -0.05
C -2.777560 0.175957 2.568659 0.0 0.1 0.0 -0.08
C -3.693986 -0.861210 2.471898 0.0 -0.1 0.0 -0.07
C -3.320402 -2.052636 1.863786 -0.1 0.0 0.0 -0.04
C -2.041526 -2.243293 1.344741 0.0 -0.1 -0.1 -0.23
C -1.653425 -3.557732 0.720115 -0.1 0.0 0.2 -0.04
H 2.946953 1.956915 3.404343 0.0 0.0 0.0 0.09
H 1.578099 1.063451 2.733051 0.0 0.0 0.0 0.06
H 3.170483 0.929453 1.989190 0.0 0.0 0.1 0.07
H 4.596687 0.902505 4.794899 0.0 -0.1 0.0 0.12
H 5.140411 -0.901734 6.380629 -0.1 0.0 -0.1 0.11
H 3.802394 -2.995710 6.377302 0.0 0.1 0.0 0.11
H 1.963265 -3.261793 4.733387 0.0 0.0 0.0 0.12
H 0.234220 -1.697410 3.353862 -0.1 0.1 0.0 0.15
H 3.194431 -1.555290 1.792106 0.0 0.0 0.0 0.11
H 1.886440 -0.951821 -3.434216 -0.1 0.0 -0.2 0.08
H 4.321026 -0.896868 -3.803196 0.0 0.0 0.0 0.11
H 5.850077 -1.106845 -1.867682 0.0 0.0 0.0 0.11
H 6.263298 -1.399704 0.409626 0.0 0.0 0.0 0.08
H 5.068606 -2.344440 1.286188 0.0 0.0 0.0 0.09
H 5.117650 -0.583889 1.467259 0.0 -0.1 0.0 0.08
H -0.777874 0.816551 2.099011 0.0 0.0 0.0 0.11
H -3.054384 1.110571 3.041685 0.0 0.0 0.0 0.11
H -4.692426 -0.747609 2.875297 0.0 0.0 0.0 0.11
H -4.036979 -2.866434 1.797421 0.1 0.1 0.0 0.12
H -2.538827 -4.144069 0.477018 0.0 0.0 0.0 0.08
H -1.036250 -4.150624 1.398817 0.0 0.0 0.0 0.09
H -1.073425 -3.422884 -0.185174 0.1 0.1 -0.2 0.05
C -4.063341 -2.233693 -2.333612 0.1 -0.1 0.0 -0.30
Sb -2.430705 -0.867366 -2.353477 -0.6 0.2 -0.1 1.31
C -2.642511 -0.173467 -4.348543 0.0 -0.1 0.0 -0.28
C -3.409077 0.724149 -1.229177 -0.1 0.1 -0.3 -0.30
C -3.582011 1.990381 -2.023751 0.1 0.0 0.1 -0.29
C -4.681321 2.117359 -2.874635 0.0 0.0 0.0 -0.07
C -4.862157 3.232427 -3.678224 0.0 0.0 0.0 -0.07
C -3.927450 4.257157 -3.641295 0.0 0.0 0.0 -0.07
C -2.846853 4.159566 -2.778917 0.1 0.0 0.0 -0.05
C -2.658739 3.048051 -1.955737 0.1 0.1 0.1 -0.28
C -1.505287 3.072248 -0.980094 -0.1 -0.1 0.0 -0.30
Sb 0.080623 1.676475 -1.399253 0.0 0.1 -0.1 1.38
C 0.592615 2.384290 -3.335273 0.0 0.0 0.0 -0.27
C 1.684341 2.548598 -0.315166 0.0 -0.1 0.1 -0.28
H -4.886523 -1.760279 -2.871220 0.0 -0.1 0.1 0.02
H -4.351998 -2.423473 -1.300244 0.0 0.0 0.0 0.00
H -3.799873 -3.173488 -2.819460 0.0 0.1 0.0 0.01
H -3.590942 0.350881 -4.447443 0.0 0.0 0.0 0.00
H -2.627118 -1.041704 -5.009208 0.0 0.1 0.0 0.02
H -1.826131 0.493851 -4.616813 0.0 0.0 0.0 0.00
H -2.808516 0.864194 -0.336518 0.0 0.0 0.1 0.01
H -4.367643 0.305638 -0.922895 -0.1 0.1 0.0 0.07
H -5.413779 1.315608 -2.898193 0.0 0.0 0.0 0.12
H -5.727554 3.302165 -4.326401 0.0 0.0 0.0 0.11
H -4.049906 5.136980 -4.262676 0.0 -0.1 0.1 0.11
H -2.135320 4.978536 -2.725583 -0.1 -0.1 0.0 0.11
H -1.828811 2.881738 0.046716 0.0 0.0 -0.1 0.06
H -1.009140 4.044340 -1.002462 -0.1 0.0 0.0 0.06
H 0.879359 3.431130 -3.233649 0.0 0.0 -0.1 0.02
H -0.262061 2.305507 -4.005132 0.0 0.0 0.0 0.00
H 1.428303 1.808275 -3.727384 0.0 0.0 0.0 0.01
H 1.804022 3.580447 -0.648631 0.0 -0.1 0.0 0.02
H 2.586474 1.974563 -0.533062 0.0 0.1 0.0 0.01
H 1.487763 2.524219 0.756645 0.0 0.0 -0.1 -0.01
```
Positions in Å, forces in eV/Å.

What is the formula in the first record? C34H42F7NO25

What is the formula in the second record? C34H42N3PdSb2